Entry 1:
A cluster of 9 separate species, C38H68BrN12O6 in total, computed with ωB97M-V with the def2-TZVPD basis set.

Properties
spin multiplicity: 1
total charge: +3
frontier orbital gap: 8.431 eV
ΔE to the lowest compared entry with this formula, charge and spin: 0.0 kJ/mol

The geometry in XYZ format:
```
125
Properties=species:S:1:pos:R:3:mulliken_charge:R:1
C -4.0905 -6.9530 -6.6769 -1.11
C -4.0159 -7.2407 -5.2150 -0.52
N -4.0358 -5.9873 -4.4422 0.12
C -2.8689 -5.3851 -4.0073 -0.69
C -3.1965 -4.2650 -3.3959 0.03
N -4.6026 -4.1236 -3.5284 0.19
C -5.0248 -5.2075 -4.1695 0.00
C -5.3384 -2.9135 -3.1431 -0.55
H -4.9448 -6.4107 -7.0054 0.37
H -4.0539 -7.8932 -7.2056 0.39
H -3.2522 -6.3763 -7.0997 0.33
H -3.0573 -7.7352 -4.9340 0.28
H -4.8012 -7.8324 -4.8311 0.37
H -1.8542 -5.8118 -4.1410 0.38
H -2.5774 -3.4666 -2.9609 0.27
H -6.0278 -5.2702 -4.4911 0.47
H -6.0668 -3.0407 -2.3996 0.30
H -5.7254 -2.5992 -4.1020 0.41
H -4.5375 -2.2897 -2.8681 0.03
C -6.0252 4.4233 3.1675 -1.05
C -6.6321 3.2098 2.4344 -0.37
N -5.7713 2.6433 1.4091 0.19
C -4.4833 2.2126 1.6394 -1.06
C -4.0974 1.5248 0.5207 -0.34
N -5.1128 1.7373 -0.4359 0.25
C -6.0256 2.4981 0.1258 0.09
C -5.0303 1.3531 -1.8482 -0.37
H -4.9356 4.5154 3.0245 0.34
H -6.2738 4.3383 4.2407 0.30
H -6.3637 5.3562 2.8045 0.35
H -7.6528 3.4463 1.9348 0.29
H -6.8348 2.3710 3.1116 0.34
H -3.9784 2.2427 2.6057 0.51
H -3.2275 0.9738 0.2089 0.64
H -6.9494 2.8019 -0.4415 0.34
H -4.5631 2.1828 -2.3932 0.28
H -6.0393 1.1355 -2.1498 0.32
H -4.4340 0.4316 -2.0369 0.05
C 2.9436 5.7730 0.6598 -0.58
C 4.1339 6.6718 0.2682 -0.30
N 5.2792 6.3428 1.0754 0.23
C 5.6740 5.0174 1.2271 0.00
C 6.8133 5.0727 1.9478 -0.82
N 7.0570 6.4280 2.2865 0.11
C 6.0565 7.1388 1.8376 0.12
C 8.1694 6.9268 3.1339 -0.84
H 2.1348 5.8306 -0.0794 0.37
H 2.6787 6.0143 1.7066 0.32
H 3.1552 4.7137 0.6477 -0.23
H 3.8178 7.7075 0.5421 0.30
H 4.3851 6.5605 -0.8078 0.29
H 5.0753 4.1464 0.9833 0.33
H 7.4140 4.2796 2.3928 0.42
H 5.8993 8.2076 1.9798 0.37
H 9.0903 6.9432 2.5808 0.32
H 8.1513 6.2745 4.0305 0.34
H 8.0182 7.9371 3.5690 0.33
C 4.5582 -1.5153 -0.7384 -1.30
C 3.4087 -1.0537 0.1265 0.63
N 3.5743 -1.0591 1.5906 0.58
C 3.6693 -2.1160 2.4251 -0.11
C 3.6171 -1.6109 3.6929 -0.97
N 3.4616 -0.2696 3.5903 0.32
C 3.4471 0.0473 2.3156 -0.74
C 3.2157 0.7422 4.6462 -0.77
H 4.7322 -2.5800 -0.6229 0.40
H 5.4345 -0.8467 -0.6353 0.34
H 4.1489 -1.3862 -1.7588 0.32
H 2.5039 -1.6753 -0.1833 0.05
H 3.0977 -0.0296 -0.2200 -0.44
H 3.8247 -3.1185 2.0774 0.56
H 3.7713 -2.1208 4.5616 0.61
H 3.2149 0.9957 1.8752 0.39
H 2.1296 0.8788 4.6916 0.30
H 3.6923 1.6610 4.4064 0.29
H 3.5935 0.2342 5.5699 0.32
C 1.2277 -0.5964 -3.3445 -1.12
C 0.6368 0.5787 -2.5623 2.00
N 0.5900 1.8035 -3.3518 0.40
C 1.4126 2.8607 -3.3432 -0.20
C 1.1063 3.7283 -4.3699 -0.88
N 0.0360 3.1520 -4.9711 0.17
C -0.2617 2.0326 -4.3656 -0.07
C -0.6182 3.5492 -6.1726 -0.85
H 0.5396 -1.0440 -4.1194 0.33
H 1.2968 -1.4294 -2.6413 0.31
H 2.2281 -0.4657 -3.8498 0.32
H 1.3198 0.8707 -1.7091 -1.06
H -0.3077 0.3559 -2.0731 -0.56
H 2.2506 2.9156 -2.6887 0.53
H 1.5733 4.7173 -4.6158 0.40
H -1.0899 1.4076 -4.6892 0.38
H -1.4872 2.8923 -6.4507 0.28
H 0.1142 3.5073 -6.9656 0.38
H -1.0469 4.5210 -6.1338 0.35
C 0.3903 -7.2172 6.1733 -1.11
C -0.6829 -6.4324 5.4278 -0.44
N -0.3026 -5.1594 4.7899 0.10
C 0.1690 -3.9960 5.3550 -0.70
C 0.1633 -3.0662 4.3489 -0.26
N -0.3174 -3.6722 3.2017 0.34
C -0.5888 -4.9314 3.4950 -0.05
C -0.5409 -3.0035 1.9534 -0.72
H 0.0038 -8.0808 6.7015 0.38
H 0.7831 -6.6185 7.0180 0.30
H 1.1661 -7.3709 5.4139 0.32
H -1.6006 -6.3303 6.0319 0.39
H -0.9971 -6.9670 4.5861 0.28
H 0.5937 -3.9216 6.2798 0.48
H 0.2972 -1.9762 4.3131 0.41
H -0.8054 -5.6302 2.7438 0.39
H 0.4409 -2.9365 1.5199 0.37
H -0.9602 -2.0118 2.1428 0.09
H -1.1456 -3.6715 1.3056 0.24
Br -0.0167 0.4227 2.7808 -0.72
O 1.8185 1.9681 -0.0236 -0.24
C 3.2172 2.3681 -0.1172 0.95
O 3.6961 2.3955 -1.2843 -0.83
O 3.7795 2.5876 0.9587 -1.06
H 1.6759 1.8175 0.9366 0.08
O -1.8416 -0.3527 -0.6799 -0.06
C -2.2350 -1.2468 -1.6265 0.77
O -1.8120 -2.3946 -1.5309 -0.89
O -3.0130 -0.7842 -2.4425 -0.92
H -1.3948 -0.9045 -0.0524 -0.07
```

Entry 2:
A structure of composition C38H69BrN6O6RbS2SbSeSi4, computed with ωB97M-V with the def2-TZVPD basis set.

Properties
spin multiplicity: 1
total charge: -2
frontier orbital gap: 5.713 eV
ΔE to the lowest compared entry with this formula, charge and spin: 19.5 kJ/mol

The geometry in XYZ format:
```
129
Properties=species:S:1:pos:R:3:mulliken_charge:R:1
Rb -0.1460 0.1275 0.9476 1.10
O 0.0406 -1.6231 3.1229 0.28
S 1.4405 -1.9929 2.9052 -0.01
O 1.7061 -3.3714 3.2984 -0.75
O 1.9029 -1.6798 1.5589 0.32
C 2.4678 -0.9898 4.0227 0.11
C 3.2944 -1.7748 4.8267 -0.60
C 4.2077 -1.2232 5.7088 -0.66
C 4.3113 0.1488 5.8004 -0.61
C 3.4929 0.9451 5.0180 -0.70
C 2.5621 0.4142 4.1254 -0.54
S 1.6159 1.7212 3.2613 0.70
O 0.2054 1.3752 3.4436 0.17
O 1.9952 2.9396 3.9516 -0.76
O 2.0233 1.6813 1.8636 -0.33
H 3.2065 -2.8461 4.7347 0.53
H 4.8315 -1.8722 6.3122 0.38
H 5.0207 0.6104 6.4778 0.36
H 3.5509 2.0203 5.0872 0.55
Br -2.9216 4.2577 -0.2775 -0.17
C -1.2632 3.9617 -1.1796 0.12
C -0.8361 4.9162 -2.0889 -0.48
C 0.3401 4.6548 -2.7727 -0.75
C 1.0226 3.4769 -2.5103 -0.22
C 0.5056 2.6171 -1.5559 -0.05
N -0.6345 2.8461 -0.9002 0.09
H -1.4136 5.8135 -2.2541 0.43
H 0.7118 5.3602 -3.5052 0.44
H 1.9295 3.2030 -3.0312 0.33
H 1.0339 1.6906 -1.3595 0.03
C -2.8850 -3.9523 -1.6165 -1.14
N -2.2408 -4.0265 -0.3245 0.43
C -0.8746 -4.1653 -0.1663 -0.66
C -0.6232 -4.1843 1.1566 -1.06
N -1.8421 -4.0716 1.7917 0.34
C -1.9943 -4.1008 3.2381 -0.83
C -2.8444 -3.9740 0.8916 0.02
Se -4.6663 -3.8188 1.2248 -0.39
H -2.3683 -4.6290 -2.2958 0.40
H -2.8460 -2.9410 -2.0187 0.40
H -3.9254 -4.2514 -1.5059 0.31
H -0.2048 -4.2115 -1.0047 0.62
H 0.2971 -4.2145 1.7175 0.85
H -1.4854 -3.2398 3.6696 0.12
H -1.5355 -5.0124 3.6214 0.34
H -3.0572 -4.0853 3.4632 0.29
C -4.4733 3.8881 4.4064 -1.42
C -3.2493 3.5189 3.5774 0.69
C -1.9445 3.8043 4.3184 -1.45
Sb -3.1374 1.4964 2.7719 -0.35
C -5.2333 1.0325 2.3727 0.52
C -6.2286 0.9540 3.5230 -1.37
C -5.7291 1.9671 1.2716 -1.18
C -2.8042 0.3075 4.5573 1.25
C -3.4474 0.7409 5.8675 -1.48
C -3.1516 -1.1321 4.2062 -1.29
H -4.3792 4.9197 4.7689 0.48
H -4.5923 3.2446 5.2796 0.21
H -5.3918 3.8285 3.8187 0.25
H -3.2562 4.1326 2.6711 0.06
H -1.8582 3.2153 5.2338 0.17
H -1.8923 4.8622 4.6001 0.47
H -1.0658 3.5643 3.7201 0.25
H -5.1438 0.0261 1.9458 0.13
H -6.3505 1.9121 4.0325 0.16
H -5.9312 0.2139 4.2651 0.26
H -7.2148 0.6566 3.1436 0.46
H -5.8117 2.9981 1.6293 0.21
H -6.7216 1.6644 0.9179 0.43
H -5.0552 1.9720 0.4122 0.11
H -1.7171 0.3788 4.6496 -0.01
H -4.5386 0.7366 5.8167 0.19
H -3.1294 1.7375 6.1737 0.30
H -3.1555 0.0465 6.6652 0.44
H -4.2267 -1.2809 4.0715 0.10
H -2.8173 -1.8068 5.0016 0.62
H -2.6603 -1.4519 3.2871 0.18
N -1.9756 0.2248 -4.8138 -0.36
C -2.4927 -0.0906 -3.5796 0.06
C -1.6765 -0.0664 -2.4331 -0.29
N -2.1700 -0.3012 -1.2368 1.12
C -3.4768 -0.5728 -1.1385 -0.69
C -4.2663 -0.6126 -2.2697 -0.55
N -3.7862 -0.3789 -3.4944 -0.70
H -0.9774 0.1303 -4.9271 -0.09
H -2.5213 -0.1104 -5.5913 0.29
H -0.6093 0.1301 -2.5189 0.38
H -3.8811 -0.7823 -0.1559 0.43
H -5.3195 -0.8582 -2.1959 0.40
C 3.6588 -0.1620 -6.4945 -1.07
Si 2.2526 -0.0757 -5.2251 0.07
C 1.3572 1.5247 -5.7408 -1.25
C 1.0879 -1.4979 -5.7341 -1.23
Si 2.6035 -0.1353 -2.9374 0.76
Si 3.4752 -2.2867 -2.7458 0.19
C 4.6086 -2.4757 -1.2499 -0.97
C 2.0220 -3.4512 -2.3580 -0.88
C 4.3862 -3.0723 -4.2115 -1.08
Si 4.6357 1.0086 -2.8573 0.34
C 4.5963 2.7462 -3.6393 -1.38
C 6.1362 0.2058 -3.7007 -1.11
C 5.1659 1.3104 -1.0719 -1.06
H 3.2532 -0.1467 -7.5120 0.37
H 4.2604 -1.0642 -6.3764 0.29
H 4.3242 0.6988 -6.3850 0.25
H 0.9669 1.4502 -6.7620 0.42
H 2.0668 2.3559 -5.7179 0.32
H 0.5326 1.8000 -5.0785 0.21
H 0.7116 -1.3715 -6.7551 0.42
H 0.2329 -1.5991 -5.0597 0.28
H 1.6235 -2.4491 -5.6900 0.27
H 4.1022 -2.1081 -0.3544 0.07
H 5.5473 -1.9284 -1.3542 0.27
H 4.8464 -3.5324 -1.0892 0.37
H 1.6054 -3.1151 -1.4053 -0.20
H 2.3380 -4.4942 -2.2520 0.53
H 1.2410 -3.3945 -3.1209 0.34
H 5.2446 -2.4765 -4.5274 0.23
H 3.7239 -3.1780 -5.0728 0.28
H 4.7442 -4.0700 -3.9371 0.38
H 4.1468 2.7673 -4.6339 0.29
H 5.6246 3.1113 -3.7288 0.46
H 4.0549 3.4532 -3.0065 0.38
H 5.9776 0.0885 -4.7757 0.26
H 6.3510 -0.7827 -3.2899 0.24
H 7.0219 0.8329 -3.5506 0.42
H 4.3492 1.7326 -0.4821 0.19
H 6.0121 2.0051 -1.0353 0.35
H 5.4637 0.3861 -0.5760 0.25
```

Taking the records one at a time from the top gives largest force on an atom values of 3.375 0.462 eV/Å.
Taking the records one at a time from the top gives LUMO values of -4.7 3.6 eV.